Model A:
C3H3N3O | the ωB97M-V functional and the def2-TZVPD basis

XYZ file:
```
10
Properties=species:S:1:pos:R:3:lowdin_charge:R:1
C 0.11 0.71 -2.28 -0.1539
C 1.49 1.84 -0.30 -0.1695
C 0.90 0.52 -0.34 -0.4380
N -0.08 0.74 -3.41 0.0082
N 1.86 2.91 -0.43 0.2177
N -0.20 0.44 0.58 0.1245
O 1.63 -0.60 -0.42 0.0912
H -0.93 -0.16 0.32 0.0884
H -0.60 1.30 1.00 0.1246
H 1.34 -1.36 -0.87 0.1067
```

As for the gap between HOMO and LUMO: 0.3665 hartree. As for the charge: 0. Its HOMO energy is -10.99 eV.

=====

Model B:
C3H3N3O | the ωB97M-V functional and the def2-TZVPD basis

XYZ file:
```
10
Properties=species:S:1:pos:R:3:lowdin_charge:R:1
C 0.14 -1.23 0.41 -0.1008
N -0.53 -0.62 1.34 0.0115
N -1.27 0.42 0.92 0.0515
C -0.54 1.43 0.48 -0.1368
O 0.80 1.04 0.35 -0.1876
N 0.94 0.70 -1.06 0.1136
C 0.69 -0.54 -0.87 -0.1483
H 0.49 -2.27 0.33 0.1042
H -1.10 2.24 0.02 0.1249
H 0.40 -1.16 -1.93 0.1677
```

As for the gap between HOMO and LUMO: 0.3464 hartree. The SMILES is C1=NN=CON=C1. As for the charge: 0. Its HOMO energy is -9.86 eV.

=====

Stability ranking, top and bottom: model A is the most stable and model B is the least stable.

=====

Model A:
C3H3N3O | the ωB97M-V functional and the def2-TZVPD basis

XYZ file:
```
10
Properties=species:S:1:pos:R:3:lowdin_charge:R:1
O -1.84 -0.63 -1.80 0.0797
C -0.87 0.05 -1.61 -0.2847
N -0.50 0.49 -0.32 0.0204
C -0.28 -0.47 0.63 -0.2636
N 0.07 0.05 1.93 0.1271
C 1.11 0.50 1.34 -0.1847
N 0.97 0.24 -0.06 0.0896
H -0.21 0.45 -2.39 0.1368
H -0.50 -1.53 0.50 0.1627
H 2.04 0.85 1.77 0.1166
```

As for the gap between HOMO and LUMO: 0.3778 hartree. As for the charge: 0. Its HOMO energy is -9.97 eV.

=====

Model B:
C3H3N3O | the ωB97M-V functional and the def2-TZVPD basis

XYZ file:
```
10
Properties=species:S:1:pos:R:3:lowdin_charge:R:1
O -1.76 1.97 -0.31 0.0558
C -0.59 1.77 -0.48 -0.2462
N 0.07 0.50 -0.17 0.0474
C -0.74 -0.50 0.20 -0.2122
N -0.20 -1.65 0.51 0.0693
C 1.15 -1.45 0.37 -0.3132
N 1.67 -0.35 -0.01 0.2051
H 0.06 2.54 -0.91 0.1288
H -1.82 -0.36 0.22 0.1384
H 1.96 -2.17 0.55 0.1266
```

As for the gap between HOMO and LUMO: 0.3858 hartree. As for the charge: 0. Its HOMO energy is -10.57 eV.

=====

Stability ranking, top and bottom: model B is the most stable and model A is the least stable.

=====

Model A:
C3H3N3O | the ωB97M-V functional and the def2-TZVPD basis

XYZ file:
```
10
Properties=species:S:1:pos:R:3:lowdin_charge:R:1
O 2.13 -1.17 0.26 0.1438
C 0.96 -1.11 0.12 -0.3639
N 0.93 1.81 0.11 0.1562
N 0.35 0.72 0.06 -0.1204
C -1.00 0.53 -0.12 -0.1142
C -1.22 -0.81 -0.16 -0.1012
N -0.18 -1.69 -0.03 0.0955
H 1.93 1.61 0.26 0.0788
H -1.70 1.35 -0.22 0.1097
H -2.21 -1.25 -0.28 0.1157
```

As for the gap between HOMO and LUMO: 0.3056 hartree. As for the charge: 0. Its HOMO energy is -9.19 eV.

=====

Model B:
C3H3N3O | the ωB97M-V functional and the def2-TZVPD basis

XYZ file:
```
10
Properties=species:S:1:pos:R:3:lowdin_charge:R:1
O -0.54 -2.49 0.02 0.0650
C -0.45 -1.54 0.81 -0.1517
N 0.15 -0.31 0.38 -0.1599
C 0.49 0.15 -0.93 0.0183
C 0.31 1.53 -0.78 -0.0992
N -0.15 1.76 0.55 0.0411
N -0.19 0.54 1.13 -0.0395
H -1.06 -1.36 1.70 0.1419
H 0.61 -0.64 -1.54 0.0697
H 0.85 2.35 -1.32 0.1143
```

As for the gap between HOMO and LUMO: 0.3733 hartree. The SMILES is O=Cn1ccnn1. As for the charge: 0. Its HOMO energy is -10.36 eV.

=====

Stability ranking, top and bottom: model A is the most stable and model B is the least stable.

=====

Model A:
C34H28BrCl2FN3O3S2Ti | the ωB97M-V functional and the def2-TZVPD basis

XYZ file:
```
75
Properties=species:S:1:pos:R:3:lowdin_charge:R:1
Ti -0.54 0.72 -0.15 0.7077
O -2.21 0.82 6.00 0.1281
C -1.91 0.89 4.71 -0.2855
C -1.97 2.06 3.95 0.0399
C -1.65 2.01 2.62 -0.1274
N -1.28 0.88 1.99 -0.1328
C -1.20 -0.22 2.75 -0.6866
Br -0.54 -1.67 1.77 0.9724
C -1.50 -0.29 4.08 0.0041
H -2.48 1.68 6.35 0.1348
H -2.26 3.00 4.40 0.1331
H -1.67 2.91 2.03 0.1227
H -1.42 -1.21 4.64 0.1336
O 0.77 -0.20 -1.11 -0.2853
C 0.87 -0.42 -2.43 -0.3287
C 2.07 -0.20 -3.09 0.0077
C 2.16 -0.42 -4.44 -0.0461
C 1.06 -0.88 -5.16 -0.0673
C -0.13 -1.12 -4.51 -0.0211
C -0.24 -0.90 -3.14 -0.0841
C -1.42 -1.26 -2.37 -0.2321
N -1.75 -0.84 -1.15 0.0084
C -2.86 -1.56 -0.76 -0.1462
C -3.22 -2.40 -1.75 -0.0427
N -2.31 -2.19 -2.76 0.1448
H 2.92 0.16 -2.51 0.1240
H 3.10 -0.24 -4.96 0.1138
H 1.13 -1.04 -6.23 0.1090
H -0.99 -1.46 -5.08 0.1136
H -3.34 -1.40 0.19 0.1049
H -4.02 -3.11 -1.83 0.1266
H -2.25 -2.71 -3.62 0.1633
Cl 1.46 1.44 1.43 0.8265
C 2.44 2.45 0.38 -0.5822
C 3.73 2.73 0.78 -0.1075
C 4.50 3.55 -0.02 -0.0604
C 3.98 4.05 -1.20 -0.0933
C 2.68 3.75 -1.57 -0.6752
Cl 2.07 4.40 -3.05 0.7055
C 1.85 2.93 -0.79 -0.6314
S 0.17 2.67 -1.24 0.7708
H 4.11 2.32 1.71 0.1031
H 5.51 3.79 0.27 0.1154
H 4.57 4.69 -1.85 0.1122
F -7.38 -0.53 -0.80 0.0671
C -6.18 0.07 -0.72 -0.2834
C -5.66 0.37 0.52 -0.0028
C -4.42 0.98 0.59 -0.0549
C -3.69 1.29 -0.56 -0.3110
C -2.35 1.93 -0.51 -0.2560
C -4.28 1.00 -1.79 -0.0445
C -5.51 0.39 -1.89 0.0022
H -6.23 0.13 1.41 0.1224
H -4.02 1.22 1.57 0.1006
H -2.23 2.59 0.34 0.0211
H -2.22 2.57 -1.39 0.0241
H -3.74 1.26 -2.70 0.1254
H -5.97 0.17 -2.84 0.1248
C 2.28 -4.87 0.74 -0.2228
S 1.84 -3.23 0.15 0.8212
O 2.39 -3.10 -1.22 -0.4959
C 2.91 -2.27 1.22 -0.4109
C 3.77 -1.38 0.60 -0.0718
C 4.59 -0.58 1.38 -0.0851
C 4.54 -0.66 2.77 -0.0819
C 3.66 -1.56 3.38 -0.0731
C 2.84 -2.36 2.61 -0.1156
H 3.35 -4.96 0.88 0.0695
H 1.95 -5.55 -0.05 0.0575
H 1.74 -5.09 1.66 0.0530
H 3.80 -1.34 -0.48 0.1043
H 5.28 0.10 0.91 0.1082
H 5.19 -0.05 3.38 0.1088
H 3.63 -1.63 4.46 0.1088
H 2.17 -3.07 3.08 0.1008
```

As for the gap between HOMO and LUMO: 0.2657 hartree. As for the charge: +1. Its HOMO energy is -10.60 eV.

=====

Model B:
C34H28BrCl2FN3O3S2Ti | the ωB97M-V functional and the def2-TZVPD basis

XYZ file:
```
75
Properties=species:S:1:pos:R:3:lowdin_charge:R:1
Ti -0.93 0.37 -0.36 0.7885
O 1.27 -3.29 -4.77 0.1329
C 1.13 -2.48 -3.73 -0.2864
C 1.06 -1.09 -3.83 0.0292
C 0.88 -0.35 -2.69 -0.1359
N 0.74 -0.85 -1.45 -0.0732
C 0.90 -2.20 -1.37 -0.7650
Br 0.99 -3.03 0.31 0.8583
C 1.09 -3.03 -2.45 -0.0297
H 1.23 -2.82 -5.61 0.1344
H 1.17 -0.59 -4.79 0.1294
H 0.87 0.73 -2.76 0.0972
H 1.20 -4.09 -2.32 0.1248
O -2.28 0.97 0.48 -0.2839
C -2.58 1.83 1.45 -0.2876
C -3.85 1.81 2.03 0.0214
C -4.19 2.76 2.98 -0.0426
C -3.27 3.72 3.37 -0.0590
C -1.99 3.70 2.85 -0.0088
C -1.62 2.76 1.89 -0.0616
C -0.28 2.75 1.31 -0.2335
N 0.21 1.87 0.43 -0.0342
C 1.47 2.31 0.07 -0.1200
C 1.75 3.44 0.75 -0.0278
N 0.65 3.71 1.51 0.1576
H -4.54 1.05 1.69 0.1288
H -5.18 2.75 3.41 0.1171
H -3.55 4.48 4.08 0.1134
H -1.29 4.45 3.18 0.1126
H 2.07 1.78 -0.66 0.1130
H 2.61 4.08 0.73 0.1326
H 0.56 4.48 2.15 0.1641
Cl -1.09 -0.90 2.14 0.7722
C -2.69 -1.53 1.87 -0.6044
C -3.50 -1.74 2.97 -0.0977
C -4.81 -2.16 2.78 -0.0683
C -5.30 -2.34 1.50 -0.0971
C -4.47 -2.16 0.41 -0.6719
Cl -5.09 -2.42 -1.18 0.7191
C -3.13 -1.75 0.56 -0.6402
S -2.07 -1.65 -0.84 0.6963
H -3.10 -1.59 3.97 0.1138
H -5.44 -2.35 3.64 0.1142
H -6.33 -2.64 1.34 0.1114
F -4.83 -0.27 -5.85 0.0676
C -3.99 0.20 -4.91 -0.2778
C -4.43 0.31 -3.60 -0.0050
C -3.56 0.81 -2.65 -0.0695
C -2.25 1.18 -2.98 -0.3116
C -1.34 1.75 -1.94 -0.1742
C -1.85 1.05 -4.31 -0.0530
C -2.72 0.57 -5.28 -0.0026
H -5.44 0.02 -3.35 0.1156
H -3.91 0.94 -1.63 0.1104
H -1.85 2.57 -1.43 0.0811
H -0.44 2.16 -2.42 0.0607
H -0.86 1.39 -4.61 0.1081
H -2.42 0.50 -6.32 0.1200
C 2.50 -1.43 3.21 -0.2234
S 1.93 -0.09 2.10 0.7817
O 1.52 1.03 2.98 -0.5065
C 3.60 0.28 1.52 -0.3981
C 3.97 -0.19 0.26 -0.1010
C 5.25 0.06 -0.20 -0.0672
C 6.15 0.75 0.59 -0.0696
C 5.77 1.21 1.85 -0.0598
C 4.48 0.99 2.31 -0.0696
H 3.11 -0.98 3.99 0.0642
H 3.07 -2.14 2.62 0.0485
H 1.63 -1.92 3.64 0.0469
H 3.26 -0.75 -0.33 0.0836
H 5.55 -0.29 -1.18 0.1090
H 7.16 0.92 0.24 0.1095
H 6.49 1.74 2.46 0.1114
H 4.15 1.36 3.27 0.1172
```

As for the gap between HOMO and LUMO: 0.2569 hartree. As for the charge: +1. Its HOMO energy is -10.29 eV.

=====

Stability ranking, top and bottom: model A is the most stable and model B is the least stable.